A molecular structure, C3H3CeO4 in a non-equilibrium geometry. Source: the OMol25 dataset; level of theory: the ωB97M-V functional and the def2-TZVPD basis.

Structure (XYZ):
```
11
Properties=species:S:1:pos:R:3:forces:R:3
O -1.01676 -0.44590 1.73087 0.0932 0.1049 0.5593
C -1.19095 0.61256 1.13999 -0.4982 -0.1383 -1.1011
C -0.18368 1.09474 0.14154 -0.1674 0.3059 0.0512
O 0.89939 0.25146 0.07048 0.3195 -0.6776 0.9120
Ce 1.26191 -1.42359 1.68234 -0.2336 0.5361 -1.3638
H -2.15732 1.14382 1.21708 0.2704 -0.0086 0.2790
H 0.05067 2.14675 0.41415 0.0913 -0.2400 -0.1184
H -0.72615 1.17780 -0.82575 0.0119 0.0304 0.2571
O 0.94752 -2.31381 -1.01998 -0.3775 1.2931 1.0703
C 0.96836 -1.38343 -1.76042 1.3416 -1.7136 -2.7666
O 1.14703 -0.86040 -2.79029 -0.8513 0.5076 2.2211
```
Positions in Å, forces in eV/Å.

Results
HOMO (spin up / spin down) ... -0.378 / -0.511 hartree
Charge ... +1
<S²> ... 2.001
2S+1 ... 3
Frontier orbital gap (spin up / spin down) ... 6.01 / 9.42 eV
Calculated total energy ... -891.9351 a.u.



A molecular structure, BeH9O5 in a non-equilibrium geometry. Source: the OMol25 dataset; level of theory: the ωB97M-V functional and the def2-TZVPD basis.

Structure (XYZ):
```
15
Properties=species:S:1:pos:R:3:forces:R:3
Be 0.54587 -0.12427 0.08773 -0.7681 -1.0551 1.2300
O -0.32213 -0.14927 1.33573 0.0674 -0.6528 0.2129
H -0.66413 -0.77227 2.02773 0.8699 0.9970 -1.3264
O 0.51387 -1.74327 -0.70827 -0.3714 1.3304 -0.4522
H -0.43613 -1.87627 -0.87827 0.4223 -0.5248 0.1565
H 0.90187 -2.51027 -0.29327 -0.1202 -0.5566 0.2274
O 2.17287 0.21673 0.10673 1.5676 0.5526 0.2567
H 2.86687 -0.23027 0.63573 -0.7843 -0.1372 -0.1793
H 2.57287 1.09773 -0.02927 -0.5626 -0.2385 -0.0599
O -2.79913 0.79873 0.79373 0.0877 -0.8475 0.5657
H -2.80013 1.36273 0.04473 -0.3784 0.9896 -0.9103
H -1.87713 0.50473 0.91573 -0.0443 0.0732 0.3580
O -0.07113 0.85473 -1.11227 0.7935 0.6243 -0.8432
H 0.36787 1.41473 -1.77827 0.2518 -0.5133 0.2802
H -0.97213 1.15573 -1.14827 -1.0309 -0.0415 0.4840
```
Positions in Å, forces in eV/Å.

Results
HOMO ... -0.517 hartree
Charge ... +1
Frontier orbital gap ... 9.91 eV
Calculated total energy ... -396.2336 a.u.



4 unconnected molecules or ions with the total composition H8O4. Source: the OMol25 dataset; level of theory: the ωB97M-V functional and the def2-TZVPD basis.

Structure (XYZ):
```
12
Properties=species:S:1:pos:R:3:forces:R:3
O -0.39753 0.30877 -0.32597 0.2890 0.1582 -0.0983
H -0.89853 1.13283 -0.29772 0.0894 0.0555 0.2088
H 0.52986 0.58430 -0.36492 -0.1180 -0.0415 -0.0781
O 0.06205 -2.24128 0.70379 -0.1447 0.1048 -0.0794
H -0.42863 -2.72685 0.03118 -0.0027 0.0552 0.0743
H -0.07709 -1.29876 0.48074 -0.3948 -0.2707 0.0973
O 2.55405 -1.61775 -0.06749 -0.5466 -0.1639 0.1068
H 1.67390 -2.00696 0.18821 0.9126 0.2203 -0.1078
H 3.13856 -1.81833 0.66914 -0.0264 0.0058 -0.0377
O -1.67784 3.34426 -0.36659 -0.0685 -0.3766 -0.0044
H -2.30001 3.52665 0.34731 0.0698 0.0091 -0.0438
H -2.17879 2.81311 -0.99769 -0.0590 0.2439 -0.0377
```
Positions in Å, forces in eV/Å.

Results
SMILES string ... O.O.O.O
HOMO ... -0.393 hartree
Frontier orbital gap ... 11.12 eV
Calculated total energy ... -305.7560 a.u.



2 unconnected molecules or ions with the total composition C6H13NO in a non-equilibrium geometry. Source: the OMol25 dataset; level of theory: the ωB97M-V functional and the def2-TZVPD basis.

Structure (XYZ):
```
21
Properties=species:S:1:pos:R:3:forces:R:3
C 0.60321 -0.29660 -0.18546 0.9702 1.1643 -2.5212
C -1.49550 -0.45030 -1.25443 -4.6024 -0.3812 2.7016
C -1.06020 1.10377 0.86067 -0.1940 -1.1835 -4.5151
C -1.18703 -1.38175 1.11285 0.3658 1.0668 -3.9825
C 2.91366 0.69359 0.09102 0.3838 4.1276 0.7484
C -0.86724 -0.23845 0.09816 2.4544 -0.3967 2.0138
N 1.79061 -0.09673 0.41178 0.0373 -0.9254 2.1075
O 1.50903 -1.25676 -0.53171 -0.5736 -0.1970 0.3379
H 0.53510 0.94865 -2.44131 0.3082 -0.2005 0.8510
H -1.51735 -1.42769 -1.60012 0.6870 -2.3243 -0.1639
H -1.03189 0.07281 -1.94952 2.0481 2.6557 -3.0636
H -2.60004 -0.24346 -1.36043 0.8607 0.3913 0.7464
H -0.62453 1.85798 0.25258 0.6930 0.9972 -0.2218
H -2.06985 1.24810 0.73631 -2.6662 0.7219 0.3277
H -0.78865 1.14621 1.83208 1.1345 -0.2291 2.9945
H -0.93614 -2.25028 0.57299 -0.3299 -1.5830 -0.2397
H -2.17981 -1.20002 1.28130 -2.7818 -0.4783 0.6591
H -0.66742 -1.35250 1.97341 1.9732 0.4315 2.9039
H 2.72992 1.85177 0.40079 -0.1271 -2.6815 -0.4309
H 3.83761 0.46657 0.65261 -0.7053 -0.5659 -0.2740
H 3.10652 0.80509 -0.95357 0.0639 -0.4100 -0.9791
```
Positions in Å, forces in eV/Å.

Results
HOMO (spin up / spin down) ... -0.335 / -0.258 hartree
Frontier orbital gap (spin up / spin down) ... 9.96 / 6.82 eV
Calculated total energy ... -366.0880 a.u.



Which value of calculated total energy does entry 2 give? -396.2336 a.u.